Entry from the OMol25 dataset: one molecule with the formula C3H6O2 at a distorted geometry (ωB97M-V/def2-TZVPD).

Properties
* orbital gap: 10.2 eV
* net charge: 0
* energy: -268.29459 a.u.
* structure (SMILES): C[C@]1(O)CO1
* LUMO energy: 0.7 eV
* maximum force: 3.759 eV/Å

Each atom is followed by the atoms it is bonded to, with distances in Å.
Atoms and positions in Å:
1 O -1.337 -0.713 0.521  C4 1.345, C5 1.677
2 O 0.728 0.440 1.398  C5 1.348, H9 1.018
3 C -0.004 1.218 -0.730  C5 1.509, H6 1.171, H8 1.115, H11 1.118
4 C -0.288 -1.338 -0.043  O1 1.345, C5 1.502, H7 1.057, H10 1.084
5 C 0.116 0.078 0.252  O1 1.677, O2 1.348, C3 1.509, C4 1.502
6 H -0.994 1.842 -0.689  C3 1.171
7 H -0.559 -1.738 -0.983  C4 1.057
8 H 0.974 1.687 -0.475  C3 1.115
9 H 1.191 -0.273 1.958  O2 1.018
10 H 0.337 -2.000 0.547  C4 1.084
11 H -0.165 0.797 -1.754  C3 1.118



Entry from the OMol25 dataset: one molecule with the formula C3H6O2 at a distorted geometry (ωB97M-V/def2-TZVPD).

Properties
* orbital gap: 10.2 eV
* net charge: 0
* energy: -268.26804 a.u.
* structure (SMILES): O[C@@H]1C[C@@H]1O
* LUMO energy: 0.7 eV
* maximum force: 6.256 eV/Å

Each atom is followed by the atoms it is bonded to, with distances in Å.
Atoms and positions in Å:
1 O 1.279 -0.982 0.065  C3 1.323, H10 1.027
2 O -0.933 -1.162 -0.853  C5 1.413, H7 1.070
3 C 0.489 0.005 0.457  O1 1.323, C4 1.529, C5 1.481, H11 1.129
4 C -0.178 1.143 -0.316  C3 1.529, C5 1.557, H8 1.202, H9 1.205
5 C -0.947 -0.138 0.121  O2 1.413, C3 1.481, C4 1.557, H6 1.155
6 H -1.749 -0.299 0.936  C5 1.155
7 H -0.244 -1.840 -0.394  O2 1.070
8 H -0.111 1.046 -1.512  C4 1.202
9 H -0.352 2.173 0.285  C4 1.205
10 H 2.120 -0.474 -0.237  O1 1.027
11 H 0.625 0.528 1.449  C3 1.129



Entry from the OMol25 dataset: one molecule with the formula C3H6O2 (ωB97M-V/def2-TZVPD).

Properties
* orbital gap (spin up / spin down): 7.4 / 7.4 eV
* net charge: 0
* energy: -268.23847 a.u.
* LUMO energy (spin up / spin down): -0.4 / -0.4 eV
* maximum force: 0.742 eV/Å

Each atom is followed by the atoms it is bonded to, with distances in Å.
Atoms and positions in Å:
1 O -0.324 -1.343 2.402  C5 1.295
2 O 0.233 -0.160 -0.765  C3 1.289, C4 1.440
3 C -0.138 -0.116 0.469  O2 1.289, C5 1.469, H11 1.095
4 C 0.810 1.011 -1.373  O2 1.440, H6 1.091, H9 1.089, H10 1.093
5 C -0.788 -1.212 1.200  O1 1.295, C3 1.469, H7 1.179, H8 1.118
6 H 0.037 1.504 -1.965  C4 1.091
7 H -1.843 -0.703 1.064  C5 1.179
8 H -0.914 -2.103 0.536  C5 1.118
9 H 1.615 0.663 -2.019  C4 1.089
10 H 1.199 1.686 -0.606  C4 1.093
11 H 0.113 0.773 1.056  C3 1.095



Entry from the OMol25 dataset: a 2-piece molecular cluster, C3H6O2S overall at a distorted geometry (ωB97M-V/def2-TZVPD).

Properties
* orbital gap: 8.9 eV
* net charge: 0
* energy: -666.41194 a.u.
* LUMO energy: 0.0 eV
* maximum force: 3.311 eV/Å

Each atom is followed by the atoms it is bonded to, with distances in Å.
Atoms and positions in Å:
1 S -1.113 -2.181 0.174  C4 1.678, H10 1.390
2 O -0.904 1.632 -0.598  C5 1.408, H11 0.935
3 O 1.282 1.148 1.414  C6 1.220
4 C -0.469 -0.701 -0.283  S1 1.678, C5 1.456
5 C -1.099 0.329 -1.096  O2 1.408, C4 1.456, H7 1.106, H12 1.112
6 C 2.205 0.356 1.330  O3 1.220, H8 1.047, H9 1.082
7 H -2.084 0.199 -1.581  C5 1.106
8 H 2.111 -0.660 1.094  C6 1.047
9 H 3.195 0.733 1.551  C6 1.082
10 H -2.353 -2.451 -0.392  S1 1.390
11 H -0.483 1.461 0.220  O2 0.935
12 H -0.288 0.135 -1.832  C5 1.112



- What is the maximum force in the fourth record?
  3.311 eV/Å



- What is the formula in the third record?
  C3H6O2



- Look up the net charge of the first one.
  0



- The lowest maximum force belongs to which entry?
  number 3